--- a ---
Computed, not measured: 2 unconnected molecules or ions with the total composition C4H12N4O, with ωB97M-V/def2-TZVPD.

Summary:
* lowest unoccupied orbital energy: 0.3 eV
* net charge: 0

Last column: Löwdin charge in e.
CARTESIAN COORDINATES (ANGSTROEM)
C1 -0.07193 -0.15550 2.54900  -0.054
C2 -0.72179 -0.47788 1.22401  -0.528
N1 -0.78941 -1.94037 -0.72163  0.021
C3 -0.10995 -1.33980 0.34974  -0.232
O1 -1.78959 0.21912 0.91137  -0.131
H1 -1.52627 0.79442 -0.30327  0.107
H2 -1.67398 -1.48623 -0.90760  0.065
H3 -0.23127 -2.03580 -1.56208  0.056
H4 0.82318 -1.81572 0.62238  0.098
H5 0.08981 0.91994 2.65163  0.062
H6 -0.74305 -0.45321 3.35616  0.078
H7 0.87903 -0.67058 2.68212  0.069
C4 0.40464 0.89040 -1.11212  -0.524
N2 1.20795 0.26540 -2.05228  0.140
N3 1.01536 1.65987 -0.14303  0.157
N4 -0.89079 1.07711 -1.32843  0.118
H8 2.20182 0.38078 -1.92527  0.100
H9 0.93376 0.41777 -3.01324  0.107
H10 1.85412 1.26066 0.25279  0.108
H11 0.37455 1.96014 0.57756  0.097
H12 -1.23619 0.52949 -2.10781  0.089

--- b ---
Computed, not measured: 2 unconnected molecules or ions with the total composition C4H12N4O, with ωB97M-V/def2-TZVPD.

Summary:
* lowest unoccupied orbital energy (spin up / spin down): 0.3 / 0.3 eV
* SMILES: CN=C(N)N.C/C=N/O
* net charge: 0

Last column: Löwdin charge in e.
CARTESIAN COORDINATES (ANGSTROEM)
C1 -0.38508 -2.61074 -0.23861  -0.167
N1 -0.13471 -1.40260 0.51726  -0.032
C2 -0.82577 -0.29867 0.25324  -0.585
N2 -1.41343 -0.02445 -0.98064  0.129
N3 -1.68591 0.15825 1.24437  0.096
H1 -1.35363 -2.68999 -0.74874  0.069
H2 0.42193 -2.73548 -0.96797  0.059
H3 -0.32809 -3.45964 0.45622  0.066
H4 -0.83347 -0.33409 -1.75030  0.098
H5 -1.69146 0.94596 -1.06719  0.086
H6 -2.66601 0.02675 1.02869  0.094
H7 -1.46972 -0.26579 2.13983  0.092
C3 0.58710 2.48889 -0.14583  -0.091
C4 1.07836 1.13564 0.30281  -0.260
N4 1.91569 0.49312 -0.51181  -0.024
O1 2.84702 -0.19235 0.23990  -0.062
H8 -0.41885 2.64352 0.25007  0.058
H9 0.55818 2.55156 -1.23546  0.075
H10 1.24278 3.26910 0.24650  0.079
H11 1.25415 1.04876 1.38371  0.123
H12 3.30090 -0.74774 -0.41606  0.097

Least stable structure: b

--- a ---
Computed, not measured: a molecular structure, C4H12N4O, with ωB97M-V/def2-TZVPD.

Summary:
* lowest unoccupied orbital energy: 0.6 eV
* net charge: 0

Last column: Löwdin charge in e.
CARTESIAN COORDINATES (ANGSTROEM)
C1 0.67916 -0.62675 1.45059  -0.050
C2 0.26854 0.28529 -1.32044  -0.030
C3 1.58107 -0.06648 -1.95453  -0.126
N1 0.12585 -0.98166 0.11221  -0.174
N2 -0.43948 1.43981 0.80303  -0.116
C4 -0.63952 0.09339 1.32804  -0.568
N3 -0.51388 -2.22856 -0.03034  0.047
N4 -1.57770 2.27278 0.67149  0.014
O1 -1.74677 -0.24762 1.80063  -0.043
H1 0.36685 1.94801 1.15669  0.121
H2 -1.40954 -2.18789 0.47079  0.081
H3 0.04077 -2.98859 0.35786  0.083
H4 -2.26515 1.97112 1.36950  0.073
H5 -2.01201 2.03442 -0.21974  0.067
H6 1.60191 -0.05069 1.37428  0.104
H7 0.67207 -1.44075 2.17438  0.119
H8 0.11013 1.35836 -1.37844  0.084
H9 -0.60041 -0.18723 -1.76814  0.090
H10 1.73704 -1.14255 -2.02619  0.071
H11 1.60744 0.36180 -2.96587  0.081
H12 2.41362 0.38379 -1.40581  0.074

--- b ---
Computed, not measured: 2 unconnected molecules or ions with the total composition C4H12N4O, with ωB97M-V/def2-TZVPD.

Summary:
* lowest unoccupied orbital energy (spin up / spin down): 0.5 / 0.5 eV
* SMILES: NC(N)=NO.C/C=C\N
* net charge: 0

Last column: Löwdin charge in e.
CARTESIAN COORDINATES (ANGSTROEM)
N1 0.20518 2.19748 0.44486  0.121
C1 -0.48890 1.00208 0.19489  -0.586
N2 -0.65389 0.30144 1.41210  0.116
N3 -1.47859 0.97724 -0.75207  -0.117
O1 -2.64547 1.69256 -0.26764  -0.154
H1 -0.02865 2.88564 -0.26086  0.095
H2 0.02096 2.59202 1.35848  0.085
H3 -1.13501 -0.57702 1.25432  0.081
H4 0.20193 0.19607 1.94538  0.080
H5 -2.82181 1.42291 0.64725  0.049
C2 2.02896 -0.59312 -0.00958  -0.104
C3 0.83553 -0.27583 -0.87260  -0.237
C4 -0.11086 -1.24756 -1.19026  -0.177
N4 -0.36842 -2.33451 -0.43109  0.112
H6 1.78099 -1.22626 0.84800  0.057
H7 2.44055 0.33750 0.38616  0.071
H8 2.80912 -1.10752 -0.57756  0.078
H9 1.04070 0.42302 -1.67453  0.114
H10 -0.81788 -1.06138 -1.98630  0.113
H11 0.33622 -2.68079 0.20178  0.096
H12 -1.15067 -2.92399 -0.67073  0.109

Least stable structure: a